Entry 1:
Here is C5H9NO as an isolated structure in a non-equilibrium geometry from the OMol25 dataset. Energies are from ωB97M-V/def2-TZVPD.

CARTESIAN COORDINATES (ANGSTROEM)
C  -2.39239  -0.13870  0.29459
C  -1.32106  0.70281  0.74592
N  -0.05464  0.14078  0.70674
C  0.47455  0.79555  -0.32713
C  1.44309  -0.05554  -0.94609
C  2.61747  -0.43248  -0.22743
O  1.60743  -1.39467  -0.46034
H  -3.33355  0.41652  0.29573
H  -2.66213  -1.08814  0.74596
H  -2.24869  -0.39318  -0.76238
H  -1.48199  0.97420  1.79700
H  0.07473  -0.85206  0.87116
H  -0.69372  1.95930  0.45870
H  1.53514  0.04576  -2.01957
H  3.55025  -0.57346  -0.76072
H  2.71642  -0.12182  0.81030

Cartesian forces (eV/Å) of the 2 atoms listed first:
C -2.5 0.0 -3.0
C 0.3 5.4 6.1

Values from the calculation:
HOMO level in hartree: -0.2884
HOMO-LUMO gap in eV: 8.76
Energy in eV: -8861.9227
ΔE to the lowest compared entry with this formula, charge and spin in kcal/mol: 168.1
Largest force on an atom in eV Å⁻¹: 8.1

Atomic partial charges in e from the natural (NBO) method, atoms 1 to 6: C -0.66; C -0.25; N -0.58; C 0.10; C -0.11; C -0.07

***

Entry 2:
Here is one molecule with the formula C5H9NO from the OMol25 dataset. Energies are from ωB97M-V/def2-TZVPD.

CARTESIAN COORDINATES (ANGSTROEM)
C  0.06090  1.01829  1.97963
C  0.93711  1.13393  0.76014
O  1.88061  1.89296  0.70107
C  0.58098  0.29227  -0.42568
C  -0.74814  0.48406  -1.07883
N  -0.47267  -0.69451  -0.29789
C  -0.28677  -1.93487  -1.02599
H  0.63992  0.52543  2.76384
H  -0.21310  2.00990  2.34151
H  -0.82412  0.41697  1.78502
H  1.42283  0.07991  -1.07906
H  -0.77892  0.39386  -2.16505
H  -1.45378  1.18935  -0.64273
H  -1.26599  -2.35665  -1.26574
H  0.24183  -2.64849  -0.38809
H  0.27933  -1.80241  -1.96214

Cartesian forces (eV/Å) of the 2 atoms listed first:
C -0.1 0.0 0.1
C 0.1 0.2 0.0

Values from the calculation:
HOMO level in hartree: -0.3433
HOMO-LUMO gap in eV: 10.29
Energy in eV: -8867.2290
ΔE to the lowest compared entry with this formula, charge and spin in kcal/mol: 45.7
SMILES: CC(=O)[C@@H]1CN1C
Largest force on an atom in eV Å⁻¹: 0.3

Atomic partial charges in e from the natural (NBO) method, atoms 1 to 6: C -0.73; C 0.58; O -0.54; C -0.19; C -0.24; N -0.40